14
Properties=species:S:1:pos:R:3:forces:R:3:nbo_charge:R:1 method="wB97M-V/def2-TZVPD" e_tot_ev=-10156.3967 lumo_energy_ev=0.45 charge=0 smiles="NCB(F)CC=O" e_homo_ha=-0.340 gap_ev=9.7
N -0.442 2.533 0.359 -0.109 -0.300 -0.248 -0.82
C -0.449 1.298 -0.484 -0.410 -0.890 0.958 -0.61
B -0.403 -0.033 0.469 -0.119 -0.180 1.450 1.12
F -0.635 0.100 1.876 0.495 -0.180 -3.208 -0.51
C -0.145 -1.526 -0.120 0.072 -0.059 -0.747 -0.92
C 1.384 -1.902 -0.294 1.235 -0.059 0.982 0.45
O 2.277 -1.742 0.544 -2.454 -0.106 -1.705 -0.52
H -1.317 2.555 0.906 0.844 -0.009 -0.284 0.36
H 0.338 2.450 1.021 -0.603 0.186 -0.216 0.36
H 0.418 1.287 -1.223 -1.180 0.112 0.764 0.23
H -1.443 1.243 -1.054 1.447 0.135 0.462 0.23
H -0.674 -2.344 0.459 0.766 0.903 -0.440 0.27
H -0.600 -1.533 -1.171 0.627 -0.106 1.286 0.24
H 1.689 -2.387 -1.289 -0.610 0.552 0.947 0.12


12
Properties=species:S:1:pos:R:3:forces:R:3:nbo_charge:R:1 method="wB97M-V/def2-TZVPD" e_tot_ev=-8232.5191 lumo_energy_ev="0.74 / 0.74" relative_energy_kcal_mol=96.38 charge=0 e_homo_ha="-0.283 / -0.283" gap_ev="8.4 / 8.4"
C 0.175 -1.435 1.852 0.525 -0.437 1.719 0.47
C -0.145 -0.425 -0.347 0.780 -0.169 -1.324 -0.08
C -1.300 0.476 -0.492 -0.053 -1.698 0.018 -0.69
N 1.479 1.293 -0.347 -0.602 0.786 -0.621 -0.57
N 1.089 0.061 -0.356 -1.274 -2.427 1.184 -0.21
O 1.260 -1.534 2.176 -0.565 0.108 -0.371 -0.52
H -0.300 -1.495 -0.180 0.436 0.647 -0.795 0.21
H -1.087 1.285 0.211 -1.141 0.092 0.514 0.22
H -2.148 -0.272 -0.379 0.351 1.879 0.350 0.24
H -1.353 0.937 -1.472 -0.068 0.037 -0.363 0.23
H 0.597 1.831 -0.561 1.358 -0.388 0.202 0.30
H 1.735 -0.723 -0.106 0.255 1.571 -0.512 0.40


34
Properties=species:S:1:pos:R:3:forces:R:3:nbo_charge:R:1 method="wB97M-V/def2-TZVPD" e_tot_ev=-50709.9400 spin_multiplicity=8 lumo_energy_ev="-1.32 / -1.63" charge=0 e_homo_ha="-0.267 / -0.266" gap_ev="5.9 / 5.6"
C 0.096 2.284 2.958 -0.755 0.314 -0.649 -0.25
C 0.319 -2.262 2.819 -0.371 1.233 -1.235 -1.31
H 1.179 2.206 2.728 -0.160 -0.199 0.196 0.16
H -0.051 2.450 4.028 0.293 0.300 -0.006 0.18
H -0.284 3.145 2.371 0.314 0.187 0.600 0.14
H 0.474 -3.136 2.174 0.010 -0.187 0.594 0.19
H 1.202 -2.026 3.445 -0.575 -0.439 -0.134 0.22
H -0.666 -2.242 3.330 0.755 -0.415 0.003 0.21
C 0.041 2.593 -0.786 0.014 0.001 -0.774 0.09
C 0.170 3.416 -1.921 -0.134 -0.579 0.161 -0.23
C 0.096 2.827 -3.191 -0.054 -0.103 0.346 -0.15
C -0.097 1.450 -3.287 -0.267 -0.321 0.914 -0.21
H 0.102 2.991 0.228 -0.029 0.001 -0.316 0.22
H 0.307 4.485 -1.792 0.024 -0.206 -0.072 0.24
H 0.176 3.414 -4.109 0.010 -0.072 0.416 0.23
H -0.201 0.944 -4.243 0.185 0.371 0.163 0.22
N -0.157 1.272 -0.875 0.105 0.135 -0.742 -0.49
C -0.224 0.697 -2.100 0.145 1.245 -0.048 0.17
C -0.404 -0.765 -2.109 -0.263 -1.112 0.096 0.19
N -0.463 -1.367 -0.894 0.203 -0.569 -0.657 -0.52
C -0.524 -2.712 -0.820 -0.169 0.281 -0.873 0.07
C -0.573 -2.896 -3.238 -0.088 0.378 0.441 -0.14
C -0.578 -3.511 -1.977 0.064 0.211 0.146 -0.24
H -0.532 -3.121 0.198 -0.001 -0.006 -0.512 0.24
H -0.616 -4.596 -1.876 -0.007 0.351 -0.051 0.24
C -0.495 -1.502 -3.301 0.049 0.080 0.693 -0.21
H -0.501 -0.958 -4.242 0.044 -0.435 0.139 0.22
H -0.640 -3.462 -4.171 0.051 0.048 0.481 0.23
Eu 0.274 -0.242 1.232 0.462 0.538 1.630 1.86
I 3.278 -0.068 0.659 -0.565 0.059 -0.022 -0.65
O -1.075 -0.315 5.701 2.722 -0.836 -1.869 -0.25
N 0.017 -0.430 5.145 -0.119 3.316 3.002 0.53
O 1.037 0.254 5.349 -2.655 -2.367 -1.076 -0.27
O -0.687 1.186 2.569 0.762 -1.201 -0.986 -0.93


84
Properties=species:S:1:pos:R:3:forces:R:3:lowdin_charge:R:1 method="wB97M-V/def2-TZVPD" e_tot_ev=-122097.6345 lumo_energy_ev="-3.35 / -3.35" relative_energy_kcal_mol=17.32 charge=+1 e_homo_ha="-0.347 / -0.347" gap_ev="6.1 / 6.1"
Zn -0.581 0.488 -1.416 -1.942 -0.837 0.099 0.29
P -1.349 -1.353 -2.501 -0.224 0.280 -0.033 0.77
C -1.979 -0.626 -3.971 0.792 0.790 -0.436 -0.26
C -1.776 0.762 -4.169 -0.453 -1.188 1.006 -0.36
N -1.138 1.489 -3.187 0.969 0.278 0.828 -0.03
C -1.042 2.822 -3.234 -0.909 1.121 -1.313 -0.34
C -1.703 3.562 -4.216 1.195 0.605 1.426 -0.06
C -2.319 2.869 -5.260 -0.732 -1.157 -0.337 -0.06
C -2.330 1.486 -5.258 -0.138 1.038 -0.453 -0.03
C -0.205 3.529 -2.170 -0.552 -0.308 0.305 -0.24
P 1.224 2.569 -1.635 -0.832 0.279 -1.890 0.90
H -2.838 0.920 -6.032 0.109 0.156 0.028 0.12
H -1.734 4.655 -4.116 0.117 -0.525 -0.325 0.11
H -2.857 3.431 -6.031 0.309 -0.312 0.195 0.12
H 0.244 4.471 -2.523 -0.342 -0.260 -0.066 0.11
H -0.790 3.765 -1.270 -0.029 -0.112 -0.135 0.10
H 1.923 0.448 -6.963 -0.218 -0.237 0.067 0.03
H -2.403 -1.176 -4.808 -0.005 -0.098 0.329 0.07
H 3.896 -1.214 -2.022 0.056 0.054 -0.475 0.05
O 2.154 -0.445 -6.671 -0.285 0.594 0.138 -0.06
H 3.031 -0.547 -7.031 0.503 -0.332 -0.172 0.03
H 0.891 1.173 -1.853 1.612 0.931 0.605 -0.01
O 4.011 -0.716 -1.214 0.185 1.959 -0.526 -0.06
H 4.106 0.246 -1.442 0.009 -1.636 0.029 0.06
C 2.409 2.788 -2.947 0.413 0.021 -0.006 -0.18
H 2.317 3.847 -3.217 0.335 -0.234 -0.166 0.07
H 3.405 2.586 -2.535 -0.059 0.074 -0.362 0.06
H 2.200 2.147 -3.812 0.024 0.187 0.244 0.08
C 1.853 3.408 -0.229 0.430 -0.133 0.944 -0.18
H 2.785 2.963 0.119 -0.061 0.029 0.152 0.07
H 2.062 4.419 -0.594 0.016 -0.094 -0.127 0.09
H 1.123 3.487 0.574 -0.018 -0.230 0.049 0.06
C -2.739 -1.762 -1.411 -0.081 -0.390 0.107 -0.26
H -3.244 -2.652 -1.815 -0.077 0.228 0.233 0.06
H -2.384 -1.944 -0.384 -0.076 -0.052 -0.446 0.02
H -3.430 -0.907 -1.401 0.173 -0.298 -0.024 0.06
C -0.408 -2.870 -2.728 -0.153 -0.226 -0.327 -0.24
H -0.159 -3.349 -1.772 -0.170 0.209 -0.253 0.03
H -1.044 -3.527 -3.333 0.327 -0.154 0.083 0.06
H 0.509 -2.630 -3.274 -0.141 -0.163 0.020 0.05
C 3.302 -1.751 1.389 0.368 0.110 -0.350 -0.03
C 1.837 -2.150 1.399 0.066 0.064 0.024 -0.60
C 1.583 -3.313 0.446 -0.049 0.004 -0.072 -0.02
C 1.454 -2.554 2.810 -0.082 -0.297 0.424 -0.03
O 1.054 -0.993 0.919 -0.609 0.111 -0.028 -0.18
Si -0.332 -0.407 1.638 0.865 -1.643 1.654 -0.13
S -1.221 1.147 0.618 0.065 1.011 -1.027 0.47
O -1.370 -1.690 1.801 0.092 0.531 0.026 -0.18
C -2.575 -1.855 2.610 0.058 0.087 0.037 -0.63
C -3.789 -1.368 1.828 -0.204 -0.082 -0.076 -0.04
C -2.694 -3.347 2.901 0.013 -0.114 0.027 -0.03
C -2.498 -1.085 3.923 -0.161 -0.052 0.441 -0.04
O 0.055 0.078 3.170 -0.056 0.490 -0.413 -0.18
C 0.678 1.272 3.710 -0.396 -0.508 -0.183 -0.64
C -0.277 2.454 3.584 0.032 0.239 0.037 -0.05
C 0.927 0.967 5.184 0.132 0.025 0.076 -0.02
C 1.999 1.550 3.001 0.265 0.152 0.216 -0.03
H 3.925 -2.600 1.709 -0.214 0.233 0.045 0.10
H 3.492 -0.900 2.053 -0.094 -0.263 0.035 0.07
H 3.629 -1.454 0.387 -0.286 -0.319 0.761 0.04
H 2.178 -4.187 0.751 -0.167 0.253 -0.109 0.10
H 0.522 -3.590 0.469 0.159 0.035 0.014 0.08
H 1.859 -3.040 -0.580 -0.006 -0.035 0.172 0.08
H 1.602 -1.724 3.511 -0.096 -0.261 -0.160 0.08
H 0.412 -2.892 2.847 0.234 0.114 0.141 0.08
H 2.097 -3.389 3.131 -0.194 0.254 -0.162 0.10
H -3.979 -2.016 0.965 -0.024 0.186 0.172 0.07
H -4.672 -1.413 2.484 0.226 0.071 -0.242 0.10
H -3.647 -0.334 1.484 -0.075 -0.255 0.097 0.07
H -1.835 -3.698 3.489 -0.205 0.075 -0.173 0.09
H -3.608 -3.534 3.482 0.220 0.016 -0.142 0.10
H -2.755 -3.925 1.970 0.069 0.131 0.179 0.09
H -1.626 -1.391 4.516 -0.153 0.199 -0.211 0.09
H -2.482 0.002 3.765 0.087 -0.303 0.038 0.08
H -3.400 -1.322 4.513 0.303 0.093 -0.234 0.10
H -1.219 2.231 4.103 0.224 0.102 -0.152 0.09
H 0.191 3.331 4.057 -0.231 -0.156 -0.102 0.09
H -0.499 2.688 2.533 0.096 -0.037 0.436 0.01
H 1.625 0.126 5.293 -0.208 0.164 -0.027 0.09
H 1.371 1.847 5.665 -0.080 -0.175 0.005 0.09
H -0.013 0.722 5.694 0.239 0.050 -0.172 0.09
H 2.695 0.713 3.153 -0.230 0.258 -0.171 0.08
H 1.864 1.732 1.924 -0.031 -0.217 0.323 0.05
H 2.449 2.447 3.454 -0.041 -0.205 -0.189 0.10


13
Properties=species:S:1:pos:R:3:forces:R:3:nbo_charge:R:1 method="wB97M-V/def2-TZVPD" e_tot_ev=-5756.0342 lumo_energy_ev=-4.72 relative_energy_kcal_mol=88.32 charge=+1 e_homo_ha=-0.528 gap_ev=9.6
C -1.341 -0.751 -0.083 3.588 0.372 -1.481 -0.27
C 0.809 -0.811 0.456 -5.629 -4.443 1.557 -0.02
C 1.355 -0.079 -0.542 1.790 2.102 -1.920 -0.25
C -0.925 0.751 0.005 -0.346 0.014 0.036 -0.27
N 0.543 0.640 0.415 -2.386 2.044 2.149 -0.39
H -1.756 -1.318 0.723 -0.471 0.282 0.414 0.24
H 1.036 0.069 -1.516 -0.644 -0.343 -1.891 0.24
H 2.370 0.067 -0.417 2.217 0.766 0.117 0.25
H 1.318 -1.489 1.190 -0.709 1.257 -0.480 0.28
H -1.674 -1.024 -1.146 0.811 -0.149 1.833 0.24
H -1.537 1.314 0.765 0.922 -0.384 -0.711 0.25
H -0.973 1.282 -0.996 0.017 -0.640 1.309 0.24
H 0.775 1.348 1.145 0.840 -0.878 -0.933 0.46